No. 1
Formula: C6H17N2
Source: the OMol25 dataset
Level of theory: ωB97M-V/def2-TZVPD

Geometry as XYZ:
```
25
Properties=species:S:1:pos:R:3
C -1.88473 -0.45402 2.79110
C -0.59316 -0.64978 1.98300
C -0.12869 0.63308 1.32155
C 1.01184 1.26762 1.66117
H -2.76402 -0.17012 2.14545
H -2.19540 -1.37073 3.26958
H -1.64673 0.30547 3.54203
H -0.73784 -1.42492 1.14213
H 0.21204 -0.94879 2.69635
H -0.84485 1.08511 0.56835
H 1.42993 2.09493 1.11255
H 1.54607 0.99744 2.58684
C -0.32749 0.15209 -2.04841
N -0.95766 -0.42282 -3.26877
C 1.09911 -0.42362 -2.04125
N 1.97378 0.21887 -0.96298
H -0.82981 -0.21645 -1.13578
H -0.36313 1.26000 -2.01913
H -1.18183 -1.36549 -3.00387
H -1.86140 0.02598 -3.38303
H 1.60015 -0.21694 -2.96814
H 1.02494 -1.50425 -1.80229
H 2.82425 -0.38566 -0.76532
H 2.22424 1.16465 -1.32542
H 1.37040 0.34834 -0.09571
```

## Properties
Gap between HOMO and LUMO ... 0.377 Eh
LUMO ... -3.32 eV
Strongest force on any atom ... 1.72 eV/Å
Energy relative to the best compared isomer or geometry (same formula, charge and spin) ... 40.6 kcal per mole
Calculated total energy ... -348.0261 Eh
Spin multiplicity ... 1
HOMO energy ... -13.58 eV
Charge ... +1

Atomic partial charges in e from the Löwdin method, atoms 1 to 5: atom 1 (C): -0.101, atom 2 (C): -0.268, atom 3 (C): -0.233, atom 4 (C): -0.010, atom 5 (H): 0.095



No. 2
Formula: C41H48N4O6P2ReSTe
Source: the OMol25 dataset
Level of theory: ωB97M-V/def2-TZVPD

Geometry as XYZ:
```
104
Properties=species:S:1:pos:R:3
Re 0.43462 -1.02778 -0.56460
N -1.10683 -0.15888 -1.88068
C -0.52895 0.94401 -2.68758
C -1.53095 1.97111 -3.21237
C -2.57787 2.51953 -2.23199
C -1.99297 3.44620 -1.16078
N -3.02349 4.21614 -0.45609
C -3.30118 4.19907 0.84969
N -2.83787 3.25802 1.64950
N -4.07021 5.17026 1.35727
C 0.64094 1.53852 -1.89789
O 0.94524 2.69138 -1.90555
O 1.33959 0.59644 -1.22788
H -1.64364 -0.80143 -2.46091
H -1.74396 0.20911 -1.16116
H -0.03498 0.45702 -3.53551
H -2.04828 1.53536 -4.06964
H -0.94440 2.80584 -3.60232
H -3.17026 1.72701 -1.76352
H -3.28517 3.09514 -2.83406
H -1.31906 4.16634 -1.62732
H -1.39091 2.91575 -0.42503
H -3.50435 4.91371 -1.00191
H -2.37285 2.42400 1.30041
H -2.96830 3.33258 2.64677
H -4.31668 5.97821 0.81386
H -4.27536 5.19547 2.34187
O -1.84739 -0.92386 2.65593
S -1.30951 -0.56109 1.39928
O -2.04765 0.45075 0.63758
O -1.14896 -1.79231 0.42430
O 0.17062 -0.17714 1.42872
C 2.45633 -4.46874 -0.70270
C 3.15333 -3.44263 0.18450
P 2.11605 -2.13174 0.92609
C 3.33607 -1.00333 1.62611
C 4.32058 -1.53316 2.46748
C 5.28441 -0.70396 3.01159
C 5.27357 0.65634 2.72389
C 4.29987 1.18371 1.89174
C 3.33116 0.35696 1.34057
C 1.21869 -2.91109 2.29011
C 0.26929 -3.89887 2.02533
C -0.41579 -4.50483 3.06370
C -0.17276 -4.11662 4.37406
C 0.74457 -3.11218 4.64054
C 1.43696 -2.50523 3.60397
C 2.16841 -3.94797 -2.10702
P 0.95841 -2.59719 -2.38774
C -0.62043 -3.37264 -2.81277
C -0.99850 -4.52933 -2.13327
C -2.23651 -5.10649 -2.37074
C -3.10854 -4.53044 -3.28197
C -2.74224 -3.37536 -3.96055
C -1.50536 -2.79470 -3.72658
C 1.63731 -1.79384 -3.86198
C 1.36337 -2.28870 -5.13869
C 2.00549 -1.74859 -6.24255
C 2.93268 -0.72901 -6.08031
C 3.23153 -0.25572 -4.81000
C 2.59124 -0.78660 -3.70136
H 1.56480 -4.86648 -0.21991
H 3.12803 -5.32080 -0.82153
H 3.95141 -2.93889 -0.36790
H 3.62498 -3.94323 1.03145
H 4.33323 -2.58810 2.71160
H 6.04257 -1.11724 3.66251
H 6.02520 1.30333 3.15563
H 4.28020 2.24278 1.67267
H 2.57912 0.78623 0.69676
H 0.02036 -4.17062 1.00744
H -1.15212 -5.26754 2.84978
H -0.71087 -4.58719 5.18546
H 0.92158 -2.79331 5.65845
H 2.13592 -1.70880 3.82331
H 1.82712 -4.75505 -2.76072
H 3.09325 -3.56548 -2.54663
H -0.33026 -4.99249 -1.41829
H -2.51795 -6.00844 -1.84477
H -4.07148 -4.98487 -3.47018
H -3.41511 -2.93426 -4.68339
H -1.21716 -1.91510 -4.29080
H 0.66387 -3.10142 -5.27885
H 1.78701 -2.13321 -7.22928
H 3.43282 -0.31174 -6.94376
H 3.96713 0.52602 -4.67922
H 2.83802 -0.40921 -2.71734
C -0.21771 5.05162 1.98292
Te 0.46367 3.06312 1.58361
C -0.61743 2.52875 3.34770
C -1.50275 3.70674 3.67014
C -2.52221 3.58617 4.61393
C -3.37288 4.64936 4.87475
C -3.20297 5.85170 4.19653
C -2.18289 5.98046 3.26712
C -1.32871 4.91281 2.99509
H -0.58417 5.50010 1.06038
H 0.59914 5.66449 2.35781
H 0.06678 2.28668 4.15918
H -1.21773 1.64204 3.14614
H -2.64922 2.64952 5.14436
H -4.15614 4.54628 5.61402
H -3.85374 6.69078 4.40485
H -2.04089 6.92190 2.74919
```

## Properties
<S²> ... 3.770
Gap between HOMO and LUMO (alpha / beta) ... 0.266 / 0.196 Eh
LUMO (alpha / beta) ... -4.80 / -6.70 eV
Strongest force on any atom ... 2.03 eV/Å
Energy relative to the best compared isomer or geometry (same formula, charge and spin) ... 32.4 kcal per mole
Calculated total energy ... -3688.4485 Eh
Spin multiplicity ... 4
HOMO energy (alpha / beta) ... -12.04 / -12.04 eV
Charge ... +2

Atomic partial charges in e from the Löwdin method, atoms 1 to 5: atom 1 (Re): 1.426, atom 2 (N): -0.005, atom 3 (C): -0.244, atom 4 (C): -0.119, atom 5 (C): -0.149



No. 3
Formula: C19H36BN4O2
Source: the OMol25 dataset
Level of theory: ωB97M-V/def2-TZVPD

Geometry as XYZ:
```
62
Properties=species:S:1:pos:R:3
C -0.44909 2.75638 -3.27908
C 0.42956 2.54295 -2.04551
C 1.69653 1.77885 -2.44020
C -0.40128 1.81972 -0.98618
C 0.29171 1.57160 0.36353
C -0.43940 0.57460 1.17898
N -1.70758 0.63883 1.39622
C -2.25708 -0.48710 2.17759
B -3.56560 -0.20245 3.03300
O -4.10692 -1.25939 3.71748
O -4.05543 1.07237 3.13750
C -0.97668 -1.00157 2.85846
C 0.12207 -0.64699 1.83742
C 0.39261 -1.75394 0.77744
C 1.76707 -2.41122 0.95561
C 1.89735 -3.61505 0.03128
C 2.89828 -1.39972 0.71508
H 0.01083 3.45230 -3.98089
H -0.61551 1.80605 -3.79461
H -1.43206 3.15027 -3.01162
H 0.72699 3.53114 -1.67880
H 2.22357 1.31075 -1.60823
H 1.44017 0.98987 -3.15447
H 2.38562 2.45265 -2.95045
H -1.31533 2.39811 -0.81631
H -0.72012 0.85741 -1.40818
H 0.30822 2.49646 0.95406
H 1.32826 1.26414 0.24458
H -2.29363 1.39587 1.06375
H -2.55302 -1.24936 1.43948
H -4.54255 -1.93411 3.18808
H -4.70747 1.31349 2.46874
H -0.78913 -0.48571 3.80155
H -1.04389 -2.06933 3.05427
H 1.05069 -0.37198 2.34364
H -0.38061 -2.51833 0.89154
H 0.31720 -1.35482 -0.24143
H 1.81604 -2.76098 1.99293
H 1.87986 -3.28757 -1.01248
H 1.07836 -4.32413 0.16957
H 2.83427 -4.14543 0.20384
H 3.36571 -1.54466 -0.25992
H 3.67968 -1.53139 1.46591
H 2.54428 -0.37187 0.79434
C -8.32829 0.59510 1.96344
C -6.99573 0.30562 1.45326
N -5.94373 0.07569 1.05215
H -8.98933 -0.24485 1.75810
H -8.27923 0.75907 3.03856
H -8.72163 1.48691 1.47930
C 2.73391 -1.74736 -4.67040
C 3.53262 -1.28544 -3.54212
N 4.17740 -0.91583 -2.66836
H 2.10780 -0.93614 -5.03788
H 3.39011 -2.07854 -5.47316
H 2.10212 -2.57949 -4.36480
C 5.49765 1.10341 -0.03902
C 4.59546 1.88408 0.79604
N 3.82501 2.44557 1.43731
H 5.02516 0.91074 -1.00172
H 6.43640 1.62722 -0.20836
H 5.70174 0.14754 0.44018
```

## Properties
Gap between HOMO and LUMO ... 0.397 Eh
LUMO ... -2.79 eV
Strongest force on any atom ... 0.50 eV/Å
Calculated total energy ... -1139.7980 Eh
Spin multiplicity ... 1
HOMO energy ... -13.59 eV
Charge ... +1

Atomic partial charges in e from the Löwdin method, atoms 1 to 5: atom 1 (C): -0.077, atom 2 (C): -0.422, atom 3 (C): -0.065, atom 4 (C): -0.169, atom 5 (C): -0.083



No. 4
Formula: C4H9NOS
Source: the OMol25 dataset
Level of theory: ωB97M-V/def2-TZVPD

Geometry as XYZ:
```
16
Properties=species:S:1:pos:R:3
C 0.30463 0.73138 -0.55509
N 0.23045 1.79365 0.46789
C -0.98994 1.86956 1.13648
O -1.75074 2.78668 1.06383
C 0.63742 -0.49643 0.27183
C 0.50365 -1.92779 -0.38274
S -0.50128 -1.83323 -1.88372
H 1.20383 0.95454 -1.13231
H -0.54480 0.59442 -1.24204
H 0.63752 2.70103 0.24665
H -1.11711 1.12411 1.98542
H 0.02201 -0.78100 1.15056
H 1.63828 -0.35166 0.67635
H -0.10098 -2.55398 0.26189
H 1.42893 -2.36388 -0.77119
H -1.60188 -2.24738 -1.29383
```

## Properties
<S²> ... 0.757
Gap between HOMO and LUMO (alpha / beta) ... 0.392 / 0.171 Eh
LUMO (alpha / beta) ... -3.67 / -9.03 eV
Strongest force on any atom ... 3.03 eV/Å
Energy relative to the best compared isomer or geometry (same formula, charge and spin) ... 35.6 kcal per mole
Calculated total energy ... -685.6114 Eh
Spin multiplicity ... 2
HOMO energy (alpha / beta) ... -14.35 / -13.68 eV
Charge ... +1

Atomic partial charges in e from the Löwdin method, atoms 1 to 5: atom 1 (C): -0.210, atom 2 (N): 0.066, atom 3 (C): -0.324, atom 4 (O): 0.135, atom 5 (C): -0.210



No. 5
Formula: C4H2BrNO
Source: the OMol25 dataset
Level of theory: ωB97M-V/def2-TZVPD

Geometry as XYZ:
```
9
Properties=species:S:1:pos:R:3
C 1.22207 -0.45722 -1.38405
C 0.72575 0.25442 -0.22449
C -1.20039 -0.19170 1.44955
C -0.66558 0.02313 0.29619
N 1.51764 -1.06295 -2.29426
O -1.62654 -0.41084 2.50702
Br -2.12247 0.74468 -0.90113
H 1.25001 -0.24139 0.62435
H 0.89952 1.34189 -0.07318
```

## Properties
Gap between HOMO and LUMO ... 0.323 Eh
LUMO ... -0.90 eV
Strongest force on any atom ... 3.93 eV/Å
SMILES string ... N#CCC(Br)=C=O
Energy relative to the best compared isomer or geometry (same formula, charge and spin) ... 8.8 kcal per mole
Calculated total energy ... -2857.5583 Eh
Spin multiplicity ... 1
HOMO energy ... -9.68 eV

Atomic partial charges in e from the Löwdin method, atoms 1 to 5: atom 1 (C): -0.229, atom 2 (C): -0.226, atom 3 (C): -0.291, atom 4 (C): -0.569, atom 5 (N): 0.168



No. 6
Formula: C5H20O4S
Source: the OMol25 dataset
Level of theory: ωB97M-V/def2-TZVPD

Geometry as XYZ:
```
30
Properties=species:S:1:pos:R:3
C -1.93664 -1.34283 -0.98331
C -1.48513 0.07997 -0.68405
C -0.91926 0.87866 -1.86519
C 0.63223 1.05835 -1.88615
S 1.48694 -0.02472 -3.03545
C 1.30982 -1.69884 -2.42490
H -2.85804 -1.59958 -0.44664
H -2.14960 -1.62436 -2.00401
H -1.19486 -2.09690 -0.70219
H -0.87341 0.12834 0.22036
H -2.39469 0.53782 -0.22001
H -1.40484 1.85530 -1.85449
H -1.26072 0.35928 -2.76491
H 0.73335 2.11469 -2.13515
H 0.99441 0.82620 -0.88326
H 0.38768 -2.09117 -2.81448
H 1.27371 -1.64881 -1.33477
H 2.18248 -2.22204 -2.79466
H -0.63939 0.07396 3.50237
H 0.79832 0.29446 4.04458
O 0.28665 -0.23109 3.42395
H 1.54873 -0.99935 2.34839
H 2.87487 -0.80643 1.79823
O 2.23864 -1.52783 1.90119
H 2.96190 2.05122 0.10310
H 1.77758 2.25121 1.08506
O 2.67836 2.51596 0.88959
H -2.02433 1.60481 2.78369
H -2.88158 0.35330 3.27656
O -2.14317 0.93041 3.45656
```

## Properties
Gap between HOMO and LUMO ... 0.311 Eh
LUMO ... 0.04 eV
Strongest force on any atom ... 1.99 eV/Å
SMILES string ... CCCCSC.O.O.O.O
Calculated total energy ... -901.6122 Eh
Spin multiplicity ... 1
HOMO energy ... -8.42 eV

Atomic partial charges in e from the Löwdin method, atoms 1 to 5: atom 1 (C): -0.122, atom 2 (C): -0.271, atom 3 (C): -0.251, atom 4 (C): -0.514, atom 5 (S): 0.788